65
Properties=species:S:1:pos:R:3:forces:R:3:mulliken_charge:R:1 method="wB97M-V/def2-TZVPD" total_charge=+1 lumo_energy_ev="-3.76 / -3.28" total_energy_ha=-3455.69247 e_homo_ev="-11.8 / -11.8" homo_lumo_gap_ha="0.297 / 0.312" multiplicity=3
C 1.712841 -4.179816 0.444972 0.1 0.1 -0.1 -0.240
C -1.984013 3.102118 2.509493 0.0 0.0 0.0 -0.835
H -1.597492 1.082581 1.896510 0.0 0.0 0.0 0.520
H 1.604984 1.025210 5.938785 0.0 0.0 0.0 0.348
P -0.610918 1.160633 -0.761481 0.0 0.1 0.1 2.575
C 0.716943 0.801613 5.349711 0.0 0.0 0.0 -0.960
H -0.126500 0.633124 6.016326 0.0 0.0 0.0 0.343
O 0.978579 -3.636603 2.557899 0.1 0.0 0.0 -0.642
C -2.551850 -0.763577 -1.522633 0.1 -0.1 0.0 0.360
H 3.144005 3.578818 -2.756544 0.0 0.0 0.0 0.420
C 0.920334 -0.355942 3.257793 0.0 0.0 0.2 0.626
C 1.818216 -5.120738 -0.555465 0.0 -0.1 0.0 -0.619
C -4.661952 -0.218200 -2.503778 0.0 0.1 0.0 -0.668
H 2.545416 -5.475638 -2.536733 0.0 0.0 0.0 0.435
C 1.872112 2.729667 -4.264417 0.0 0.0 0.0 -0.576
C 2.797290 -2.525428 -0.905761 0.0 0.1 0.1 0.252
O 0.660431 -5.650027 1.867492 0.1 0.0 0.0 -0.592
H -0.662620 4.132537 -0.975993 0.0 0.0 0.0 0.429
O -1.175076 -1.689373 0.500555 0.0 0.0 0.2 -0.686
C -2.206279 0.585765 -1.435526 0.0 0.1 0.0 -1.096
C -1.456453 4.810839 0.898546 0.0 0.0 0.0 -0.739
O 4.168572 -0.733317 -1.689323 0.0 0.0 -0.1 -0.593
V 0.637452 -0.748695 0.134264 0.3 -0.1 -0.3 0.967
H -2.369293 2.815354 3.480013 0.0 0.0 0.0 0.481
O -1.949931 -3.291489 -1.223828 0.0 0.0 0.0 -0.638
C -0.063857 1.546037 -3.468665 0.0 0.1 0.0 -0.626
C 3.179843 -1.080972 -1.113331 0.1 -0.2 0.0 0.287
H -3.993504 -2.229661 -2.101007 0.0 0.1 0.0 0.585
H -5.611182 -0.529494 -2.918318 0.0 0.0 0.0 0.423
N 0.952143 -0.404018 4.546166 0.0 0.0 0.1 -0.021
H 2.487554 3.073229 -5.085785 0.0 0.0 0.0 0.419
C 0.725956 1.991706 -4.519064 0.0 0.0 0.0 -0.742
C -3.764268 -1.172662 -2.050354 0.0 -0.1 0.0 -0.518
H 2.157277 -2.225225 1.145756 0.1 0.0 0.0 0.927
H 1.421972 -6.114367 -0.406183 0.0 0.0 0.0 0.541
C -1.029823 3.841579 0.000659 0.0 0.0 0.0 -0.095
H 3.433880 -3.180472 -2.835789 0.0 0.0 0.0 0.526
H 1.296718 -2.482600 4.524564 0.0 0.1 0.0 0.166
C 1.307864 -1.658255 5.233180 0.0 0.0 0.0 -0.705
C -4.339951 1.128801 -2.420515 0.0 0.0 0.0 -0.767
H -5.038520 1.877690 -2.770252 0.0 0.0 0.0 0.441
C 2.193566 -2.892300 0.288655 0.0 0.1 0.1 -0.072
S -1.434673 -2.001897 -0.940104 -0.1 0.0 -0.1 1.609
C 0.295574 1.848695 -2.157615 0.0 0.0 -0.1 0.383
O 2.270522 -0.243479 -0.609060 -0.3 0.1 0.1 -0.535
H 0.499656 1.643813 4.697526 0.0 0.0 0.0 0.323
C -1.074041 2.498328 0.362788 0.0 0.0 0.0 0.127
H -2.883955 2.583167 -1.824467 0.0 0.0 0.0 0.492
C -3.121368 1.527697 -1.887710 0.0 0.0 0.0 -0.240
N 0.889687 -0.309199 2.099833 -0.1 -0.1 -0.1 -0.385
C 1.460678 2.573382 -1.903487 0.0 0.0 0.0 -0.367
H 1.766639 2.777746 -0.884110 0.0 0.0 0.0 0.498
H 0.444180 1.758823 -5.537962 0.0 0.0 0.0 0.442
N 1.072067 -4.526244 1.723020 -0.2 0.0 0.1 1.054
H -2.271535 5.203075 2.841345 0.0 0.0 0.0 0.406
H 0.572354 -1.850556 6.011933 0.0 0.0 0.0 0.329
C 2.240062 3.018905 -2.956667 0.0 0.0 0.0 -0.825
C -1.933273 4.443172 2.148428 0.0 0.0 0.0 -0.504
H -1.420333 5.855219 0.617004 0.0 0.0 0.0 0.435
C 2.946743 -3.468897 -1.913268 0.0 0.0 -0.1 -0.741
H -0.952373 0.964149 -3.675516 0.0 0.0 0.0 0.374
C 2.450814 -4.751086 -1.738590 0.0 0.0 0.0 -0.625
O -0.104068 -1.665782 -1.547472 0.1 0.1 -0.1 -0.516
H 2.296193 -1.568333 5.681654 0.0 0.0 0.0 0.330
C -1.550035 2.130898 1.621910 0.0 0.0 0.0 -0.709